Molecular formula: C41H54BN10S4V
Method: DFT, the ωB97M-V functional and the def2-TZVPD basis

```
111
Properties=species:S:1:pos:R:3:forces:R:3
V -0.643173 1.067722 0.248616 0.10 0.26 -0.04
C -2.732779 1.383179 6.049764 -0.01 0.01 0.01
C -1.273808 1.570572 5.658150 -0.03 0.00 -0.01
N -1.113868 2.332508 4.430053 0.08 -0.06 0.02
C -1.247858 1.793551 3.201854 0.05 0.06 0.01
S -1.021646 2.846695 1.835230 -0.06 -0.05 -0.11
N -1.598456 0.532208 3.125310 -0.01 -0.01 0.04
N -1.654431 0.102950 1.830874 -0.19 0.01 -0.13
C -2.317011 -0.970072 1.572083 0.03 -0.12 0.06
C -3.089066 -1.747955 2.585419 0.01 0.03 0.05
C -2.317447 -1.370628 0.159394 0.01 -0.09 0.03
C -3.020022 -2.470366 -0.303346 -0.01 0.01 -0.10
C -3.028032 -2.736253 -1.663164 -0.03 -0.04 0.04
C -2.337997 -1.898653 -2.517304 0.02 0.04 -0.03
C -1.651778 -0.826087 -1.977213 0.00 0.01 0.03
N -1.634991 -0.567473 -0.676393 0.01 0.05 0.17
H -2.809848 0.804805 6.972007 0.01 0.00 0.00
H -3.219822 2.346550 6.205875 0.00 0.00 0.00
H -3.265995 0.851882 5.262522 0.00 0.00 0.00
H -0.733312 2.103068 6.441272 0.00 0.02 0.00
H -0.792924 0.600344 5.525040 0.00 0.00 -0.01
H -0.788815 3.281943 4.468395 -0.06 0.00 0.00
H -3.113310 -1.205816 3.525123 0.01 0.00 0.00
H -4.108535 -1.915683 2.234680 -0.01 0.02 0.00
H -2.629417 -2.723151 2.753023 -0.02 0.00 -0.02
H -3.548354 -3.111684 0.386040 0.00 0.01 0.02
H -3.567465 -3.592667 -2.045688 0.00 0.00 0.00
H -2.316710 -2.066707 -3.584825 0.00 0.00 0.00
H -1.103213 -0.131954 -2.589272 0.00 -0.01 -0.02
C 2.492153 3.919104 1.328309 -0.01 -0.01 0.00
C 3.234079 2.823869 2.089896 -0.01 0.03 0.00
C 4.591452 3.347607 2.573079 0.00 0.02 0.01
C 2.452604 2.378218 3.322185 0.01 0.01 -0.01
N 3.483805 1.701649 1.133341 0.06 -0.03 0.00
C 4.571913 1.747411 0.275877 0.01 0.00 0.01
C 4.523808 0.649600 -0.495195 -0.06 -0.04 0.03
N 3.409249 -0.070518 -0.135058 0.00 0.01 -0.05
B 3.070773 -1.385401 -0.888208 0.08 0.03 -0.07
N 2.625400 -2.462186 0.120635 0.06 0.04 0.07
C 3.448668 -2.663438 1.213570 -0.03 0.07 -0.02
C 2.878084 -3.579672 2.006862 -0.07 -0.07 -0.03
N 1.696988 -3.974614 1.392810 0.02 -0.04 0.08
C 1.557095 -3.286760 0.214665 0.01 -0.02 -0.06
S 0.339507 -3.475434 -0.948547 -0.08 0.01 0.02
C 0.745924 -4.967078 1.955128 -0.03 0.00 0.02
C -0.608866 -4.288676 2.155134 -0.01 -0.01 0.02
C 1.247466 -5.438620 3.319615 0.02 0.02 -0.02
C 0.649342 -6.179727 1.030858 0.00 0.00 -0.03
N 2.156949 -1.119984 -2.124402 -0.04 -0.09 0.04
C 2.192435 -2.030619 -3.159411 0.03 0.05 0.03
C 1.573451 -1.491390 -4.220689 -0.02 0.03 0.01
N 1.127321 -0.230339 -3.844418 0.08 0.01 -0.05
C 1.491023 -0.028154 -2.541270 0.00 0.08 -0.02
S 1.147844 1.425304 -1.675846 -0.01 -0.08 0.11
C 0.654047 0.805156 -4.826059 -0.05 -0.02 -0.01
C 0.503802 0.149284 -6.199446 0.01 -0.01 0.03
C -0.707631 1.383675 -4.440245 -0.01 0.01 -0.02
C 1.714985 1.900760 -4.931540 0.01 0.02 -0.01
C 2.752212 0.593782 0.835314 0.01 -0.02 0.01
S 1.262345 0.052341 1.535387 0.10 -0.09 -0.09
H 2.317143 4.774944 1.982554 0.00 -0.01 0.00
H 1.526296 3.553669 0.984490 0.00 0.01 0.00
H 3.075130 4.251070 0.466974 0.00 -0.01 0.00
H 4.413869 4.073515 3.365410 -0.01 0.00 0.00
H 5.153202 3.860520 1.793090 -0.02 0.00 0.01
H 5.201991 2.539853 2.979435 0.00 0.00 0.00
H 2.457292 3.210592 4.028512 -0.01 0.00 0.01
H 2.924758 1.517752 3.799395 -0.01 0.00 -0.02
H 1.425456 2.126900 3.087069 0.01 0.01 0.01
H 5.290574 2.542231 0.296058 -0.01 -0.03 -0.01
H 5.188088 0.301550 -1.264754 0.00 0.01 0.00
H 4.128479 -1.753827 -1.351059 -0.01 0.02 -0.03
H 4.364785 -2.113705 1.338991 -0.01 -0.01 0.01
H 3.210664 -3.975221 2.945147 0.01 -0.02 0.02
H -0.490932 -3.426031 2.815203 0.01 0.00 0.00
H -1.301975 -4.993911 2.619757 0.00 0.00 0.00
H -1.016408 -3.953725 1.202001 0.02 -0.02 0.03
H 1.332041 -4.614162 4.029052 0.00 0.00 0.00
H 2.206782 -5.953021 3.248118 0.01 0.01 -0.01
H 0.522491 -6.148686 3.716522 -0.01 0.00 0.00
H 0.295241 -5.889108 0.044285 0.01 -0.02 0.03
H -0.039993 -6.908248 1.461456 -0.01 0.00 0.01
H 1.628942 -6.651593 0.931636 0.00 0.00 -0.01
H 2.642696 -2.997994 -3.033650 0.00 0.01 -0.01
H 1.397915 -1.906215 -5.192560 0.00 0.00 -0.01
H -0.212892 -0.673608 -6.181985 0.01 0.00 0.01
H 1.455122 -0.208069 -6.594502 0.00 0.00 0.01
H 0.122180 0.904134 -6.885637 0.00 0.00 0.00
H -1.483523 0.616851 -4.495844 0.00 0.01 -0.01
H -0.966611 2.157800 -5.164372 0.00 0.01 0.01
H -0.710284 1.837507 -3.450594 -0.01 -0.04 -0.07
H 2.678791 1.465950 -5.204343 0.01 0.00 0.01
H 1.820757 2.444501 -3.995542 0.00 -0.01 -0.01
H 1.422781 2.605223 -5.711964 0.00 0.00 0.00
C -5.851372 1.910265 -2.356934 -0.01 0.00 0.01
C -5.372937 1.131299 -1.280024 0.01 0.00 0.00
C -4.094315 1.295400 -0.830850 0.02 -0.01 -0.02
C -3.201296 2.234746 -1.414717 0.00 0.00 0.02
C -1.848202 2.376460 -0.963999 0.06 0.04 -0.01
C -1.167168 3.474513 -1.446872 -0.03 0.01 0.01
C -1.691607 4.350828 -2.420988 -0.02 0.01 0.00
C -2.932810 4.130811 -2.943071 0.01 0.00 0.00
C -3.724988 3.073601 -2.437141 0.00 -0.01 0.01
C -5.048064 2.865115 -2.906992 0.00 0.00 0.00
H -6.861652 1.769478 -2.720326 0.00 0.00 0.00
H -6.029013 0.414067 -0.801539 0.00 0.00 0.00
H -3.752453 0.734692 0.026858 0.02 -0.03 0.01
H -0.154434 3.680132 -1.105503 -0.02 0.01 0.00
H -1.089692 5.182077 -2.770357 0.00 0.00 0.00
H -3.340357 4.771292 -3.717120 0.01 0.00 0.00
H -5.418620 3.499763 -3.704604 0.01 0.00 0.00
```
Forces are in eV/Å.

2S+1: 3
E_HOMO (alpha / beta): -6.88 / -6.88 eV
Kohn-Sham gap (alpha / beta): 6.85 / 6.56 eV
energy relative to the best compared isomer or geometry (same formula, charge and spin): 0.0 kcal per mole

Mulliken population analysis, charges in e, atoms 1 to 6: -0.82 -1.10 -0.42 -0.01 -0.01 -0.64